Entry from the OMol25 dataset: C32H42CsN5Sb as an isolated structure (wB97M-V/def2-TZVPD).

For the HOMO-LUMO gap, the calculation gives 3.54 eV. Its energy above the lowest of the compared OMol25 structures with the same formula, charge and spin is 5.3 kcal/mol. Its net charge is -1.

XYZ file:
```
81
C32H42CsN5Sb | the OMol25 dataset | wB97M-V/def2-TZVPD
Cs -2.12514 0.14734 0.20988
N -1.76780 3.06018 -0.73649
C -2.09816 3.50126 0.62563
C -3.61312 3.59500 0.85645
N -4.31606 2.34082 1.11071
C -4.59947 2.09170 2.51168
C -3.41248 2.14496 3.47445
N -2.43324 1.08031 3.29828
C -5.46739 2.09440 0.25135
C -5.89302 0.64280 -0.00105
N -5.04166 -0.06884 -0.94321
H -0.82062 2.68820 -0.77204
H -1.78319 3.85238 -1.36678
H -1.68918 4.50296 0.81500
H -1.63749 2.82654 1.34960
H -4.04910 4.07548 -0.02433
H -3.78624 4.29131 1.69071
H -5.07387 1.11056 2.60076
H -5.33211 2.82875 2.89921
H -3.83780 2.17286 4.48755
H -2.89109 3.09559 3.34567
H -2.74441 0.18405 3.65137
H -1.54935 1.29937 3.73723
H -5.25663 2.54705 -0.72018
H -6.36286 2.60824 0.65022
H -6.94223 0.70052 -0.32649
H -5.90271 0.08389 0.93785
H -4.99181 0.36917 -1.85387
H -5.30482 -1.03703 -1.07302
C -0.60035 -1.31595 -3.34721
C -0.36510 -2.62168 -2.62902
C -0.36230 -3.79625 -3.36665
C -0.24968 -5.04996 -2.78206
C -0.18438 -5.10605 -1.38792
C -0.17977 -3.96772 -0.61019
C -0.17663 -4.07256 0.88973
C -0.20750 -2.63795 -1.19331
N -0.17830 -1.55176 -0.41741
H 0.24410 -1.02176 -3.97821
H -0.74928 -0.51163 -2.62808
H -1.48111 -1.37811 -3.99788
H -0.46639 -3.72236 -4.44814
H -0.23988 -5.94894 -3.38659
H -0.13806 -6.07438 -0.89325
H -0.10211 -5.11582 1.20532
H -1.09449 -3.63627 1.30181
H 0.64701 -3.50444 1.32244
C 4.80681 3.34526 2.10475
C 5.27661 2.04944 1.91987
C 4.42072 1.05958 1.44885
C 3.07599 1.30927 1.14813
C 2.64263 2.61811 1.35437
C 3.47929 3.62869 1.81528
Sb 1.36488 -0.13690 0.30754
C 2.27016 0.34156 -1.59846
C 3.56674 -0.02026 -1.95334
C 4.12338 0.39303 -3.15658
C 3.39585 1.19584 -4.02405
C 2.10503 1.57486 -3.68477
C 1.55294 1.14118 -2.48658
C 2.62974 -1.79368 0.80254
C 3.10846 -1.93827 2.10445
C 3.81161 -3.07321 2.48821
C 4.05697 -4.07864 1.56247
C 3.59655 -3.94214 0.25978
C 2.88565 -2.81121 -0.11521
H 5.46866 4.12289 2.46957
H 6.31347 1.81593 2.14196
H 4.81431 0.05600 1.30459
H 1.59576 2.85626 1.14377
H 3.10308 4.63864 1.95338
H 4.15498 -0.62854 -1.27461
H 5.13229 0.09395 -3.41775
H 3.83016 1.52212 -4.96193
H 1.52471 2.19666 -4.35799
H 0.52862 1.40944 -2.24174
H 2.92776 -1.14321 2.82098
H 4.17004 -3.17170 3.50708
H 4.60332 -4.96684 1.85918
H 3.77474 -4.73235 -0.46011
H 2.49534 -2.72802 -1.12316
```